# 1
Below is a molecular structure, C35H54BN4O2RhSSe2, with properties calculated with wB97M-V/def2-TZVPD.

```
100
C35H54BN4O2RhSSe2 wB97M-V/def2-TZVPD
Rh 0.4102 0.9394 0.2227
O 4.6628 2.4345 4.0348
C 4.3847 1.0704 3.7461
C 3.2350 0.9735 2.7260
C 2.9571 -0.5235 2.6218
O 2.1321 -0.8093 1.5174
C 2.0708 1.7559 3.3318
Se 0.2842 1.7008 2.5455
C 3.7783 1.5644 1.4215
Se 2.6691 1.8257 -0.1785
H 5.3934 2.4732 4.6559
H 4.0903 0.5375 4.6599
H 5.2699 0.5779 3.3295
H 2.4961 -0.8630 3.5602
H 3.9159 -1.0511 2.5141
H 1.8963 -1.7451 1.5185
H 2.3506 2.8074 3.3911
H 1.9270 1.4216 4.3619
H 4.6097 0.9412 1.0848
H 4.1912 2.5466 1.6458
C 2.0069 -3.8955 -2.9241
C 1.9009 -2.7295 -1.9410
C 3.1049 -1.7936 -2.0556
C 1.7366 -3.2350 -0.5187
C 2.7795 -3.9490 0.0671
C 2.6805 -4.4237 1.3612
C 1.5202 -4.1990 2.0862
C 0.4430 -3.5006 1.5426
C -0.7679 -3.2767 2.4373
C -2.0952 -3.7887 1.8784
C -0.8744 -1.8172 2.8772
C 0.5708 -3.0093 0.2294
N -0.4898 -2.2698 -0.3768
B -0.6231 -0.8327 -0.5944
N -1.6895 -0.7820 -1.5784
C -2.0948 -2.0721 -1.9148
C -1.3706 -2.9592 -1.2114
C -2.2910 0.3314 -2.2413
C -3.4746 0.8932 -1.7470
C -4.0227 1.9714 -2.4397
C -3.4267 2.4774 -3.5790
C -2.2674 1.8964 -4.0633
C -1.6883 0.8115 -3.4144
C -0.4189 0.1824 -3.9613
C -0.4108 0.0868 -5.4857
C 0.8148 0.9366 -3.4576
C -4.2496 0.4013 -0.5306
C -3.4481 0.0148 0.7121
C -5.2042 -0.7356 -0.9159
H 2.0549 -3.5240 -3.9504
H 1.1447 -4.5606 -2.8444
H 2.9086 -4.4878 -2.7433
H 1.0092 -2.1589 -2.2014
H 4.0370 -2.3144 -1.8172
H 3.0058 -0.9447 -1.3781
H 3.1949 -1.4120 -3.0761
H 3.6839 -4.1283 -0.5029
H 3.5007 -4.9744 1.8055
H 1.4371 -4.5747 3.0997
H -0.5617 -3.8703 3.3332
H -2.4706 -3.1611 1.0714
H -2.8444 -3.7899 2.6742
H -2.0045 -4.8094 1.4999
H -1.0051 -1.1535 2.0240
H 0.0274 -1.4908 3.4007
H -1.7270 -1.6841 3.5497
H -2.8741 -2.2488 -2.6395
H -1.4123 -4.0371 -1.2260
H -4.9342 2.4232 -2.0621
H -3.8652 3.3247 -4.0932
H -1.8063 2.2919 -4.9599
H -0.3651 -0.8356 -3.5699
H -0.3137 1.0680 -5.9560
H -1.3207 -0.3805 -5.8674
H 0.4424 -0.5103 -5.8151
H 0.8178 1.9671 -3.8245
H 1.7370 0.4466 -3.7781
H 0.8137 0.9764 -2.3675
H -4.8719 1.2538 -0.2411
H -2.9784 -0.9635 0.6069
H -4.1272 -0.0379 1.5684
H -2.6646 0.7419 0.9394
H -4.6450 -1.6496 -1.1233
H -5.7906 -0.4844 -1.8016
H -5.8946 -0.9487 -0.0953
C -2.6283 4.2218 1.7393
N -1.2805 4.6022 1.3955
C -0.5508 5.6253 2.1373
C 0.8818 5.4296 1.6339
N 0.6621 4.7012 0.3846
C -0.5389 4.0947 0.4141
S -1.0350 2.8607 -0.6497
H -3.2707 5.1039 1.7708
H -2.6387 3.7343 2.7163
H -2.9987 3.5303 0.9877
H -0.6481 5.4626 3.2106
H -0.9448 6.6163 1.8936
H 1.4628 4.8187 2.3293
H 1.3959 6.3723 1.4635
H 1.4190 4.1557 -0.0164
```

Spin multiplicity = 5
Max |F| = 0.3 eV/A
Energy relative to the best compared isomer or geometry (same formula, charge and spin) = 0.365 eV

# 2
Below is a single C20H21BrN4O4 molecule in a non-equilibrium geometry, with properties calculated with wB97M-V/def2-TZVPD.

```
50
C20H21BrN4O4 wB97M-V/def2-TZVPD
N -2.8383 -4.3178 1.3014
C -2.6730 -3.4548 0.2802
O -3.6067 -2.9612 -0.3149
C -1.2279 -3.1095 -0.0460
C -0.8738 -1.7935 0.6600
N -1.8605 -0.7853 0.3094
C -2.4943 -0.0495 1.2489
O -2.1360 -0.0158 2.4115
C -3.6458 0.7517 0.7372
C -3.8308 2.0445 1.2156
C -4.9035 2.8010 0.7796
C -5.8104 2.2695 -0.1216
C -5.6296 0.9717 -0.5710
Br -6.8918 0.2303 -1.7912
C -4.5574 0.2013 -0.1582
C 0.5180 -1.2774 0.3650
C 0.9805 -0.1878 1.1223
C 2.2150 0.3583 0.9089
C 3.0971 -0.1466 -0.0752
N 4.3278 0.3562 -0.2576
C 4.9130 1.4858 0.4116
C 4.6325 2.8175 -0.2715
C 4.6043 2.9185 -1.7663
C 3.3393 3.0838 -0.9790
C 2.6167 -1.2415 -0.8438
N 3.3652 -1.8420 -1.8798
O 2.8912 -2.8029 -2.4597
O 4.4684 -1.3785 -2.1735
C 1.3423 -1.7797 -0.6079
H -2.0658 -4.6977 1.8179
H -3.7737 -4.5490 1.5940
H -0.5470 -3.8982 0.2703
H -1.1537 -2.9745 -1.1262
H -0.9604 -1.9190 1.7492
H -2.2305 -0.8180 -0.6278
H -3.1255 2.4416 1.9293
H -5.0421 3.8074 1.1442
H -6.6534 2.8495 -0.4644
H -4.4594 -0.8211 -0.4948
H 0.3362 0.2215 1.8859
H 2.5229 1.2035 1.5014
H 4.8506 -0.0490 -1.0301
H 5.9961 1.3257 0.4290
H 4.5695 1.5276 1.4495
H 5.0755 3.6456 0.2686
H 5.0416 3.7885 -2.2309
H 4.7262 2.0144 -2.3427
H 2.9073 4.0693 -0.8964
H 2.6036 2.2959 -1.0295
H 1.0505 -2.6103 -1.2309
```

Spin multiplicity = 1
Max |F| = 1.3 eV/A
Energy relative to the best compared isomer or geometry (same formula, charge and spin) = 3.467 eV
SMILES string = NC(=O)C[C@H](NC(=O)c1cccc(Br)c1)c1ccc(NCC2CC2)c([N+](=O)[O-])c1

# 3
Below is a molecular structure, C23H25Cl5IrN4, with properties calculated with wB97M-V/def2-TZVPD.

```
58
C23H25Cl5IrN4 wB97M-V/def2-TZVPD
Ir -0.1611 0.0796 -0.1320
Cl 2.5258 0.3273 -0.0733
C 1.9832 0.1697 1.5905
C 0.6114 -0.0119 1.6913
C 0.1110 -0.2535 2.9681
Cl -1.5422 -0.6725 3.2024
C 0.9664 -0.2261 4.0787
Cl 0.3356 -0.5128 5.6455
C 2.3344 0.0153 3.9295
Cl 3.3709 0.0424 5.2910
C 2.8650 0.2010 2.6533
Cl 4.5379 0.4504 2.3958
C -1.9435 2.1661 -2.5315
N -1.9497 3.1482 -1.4527
C -3.2487 3.7803 -1.2204
C -0.9883 3.1267 -0.5109
N -0.1375 2.1012 -0.4227
N -0.8317 4.1999 0.2952
C -0.1134 4.0669 1.5557
C -1.0357 5.5701 -0.1598
H -2.3419 2.6412 -3.4268
H -2.5595 1.2992 -2.2831
H -0.9251 1.8420 -2.7269
H -3.8372 3.1889 -0.5181
H -3.7777 3.8153 -2.1695
H -3.1616 4.7958 -0.8514
H 0.7233 2.4275 0.0039
H -0.2517 3.0683 1.9661
H -0.5185 4.7893 2.2629
H 0.9569 4.2672 1.4405
H -1.1680 5.5906 -1.2383
H -0.1468 6.1520 0.0871
H -1.8953 6.0355 0.3253
C -4.9627 0.3746 0.1061
C -4.1737 1.1720 0.9255
C -2.7918 1.0736 0.8825
C -2.1578 0.1440 0.0528
C -2.9637 -0.6453 -0.7703
C -4.3507 -0.5250 -0.7502
H -6.0409 0.4570 0.1380
H -4.6398 1.8729 1.6079
H -2.2019 1.6966 1.5451
H -2.5288 -1.3520 -1.4605
H -4.9477 -1.1483 -1.4040
N 0.1830 -2.0449 -0.0418
C -0.6088 -2.9478 -0.8512
C -1.5658 -3.7446 -0.2488
C -2.3649 -4.5570 -1.0396
C -2.2024 -4.5691 -2.4177
C -1.2277 -3.7755 -3.0078
C -0.4240 -2.9613 -2.2239
H 0.1842 -2.3772 0.9202
H 1.1502 -2.0913 -0.3593
H -1.7027 -3.7162 0.8261
H -3.1178 -5.1791 -0.5752
H -2.8280 -5.2030 -3.0310
H -1.0887 -3.7918 -4.0802
H 0.3373 -2.3370 -2.6790
```

Spin multiplicity = 1
Max |F| = 0.7 eV/A
Energy relative to the best compared isomer or geometry (same formula, charge and spin) = 0.380 eV
Total charge = +1